Density functional theory data (ωB97M-V/def2-TZVPD) for a 2-piece molecular cluster, C4H13N3O overall.

HOMO-LUMO gap (spin up / spin down)	2.52 / 9.64	eV
F_max	2.1	eV/Å
relative energy (zero: lowest compared OMol25 entry of this formula, charge and spin)	1.326	eV
⟨S²⟩	0.7504
multiplicity	2
charge	-1

Positions of all 21 atoms, in Å:
C -1.9083 -2.4569 -2.0760
N -1.2244 -1.4133 -1.2531
C -0.2715 -2.0923 -0.4022
O 0.1794 -1.2486 0.6143
H -1.1226 -2.9583 -2.6761
H -2.6516 -2.0572 -2.7857
H -2.3371 -3.2781 -1.4377
H -1.8882 -0.9422 -0.6486
H -0.7037 -3.0042 0.1013
H 0.5578 -2.4248 -1.0871
H 0.6262 -0.4669 0.2337
C 2.2838 1.7739 1.2286
N -0.3488 2.2546 1.5401
C 0.1792 2.0137 0.2357
N 1.4260 1.7977 0.0165
H 3.2837 1.5641 0.9146
H 1.9670 0.9396 1.8249
H 2.3152 2.7349 1.7559
H -1.3139 2.5126 1.3762
H -0.3558 1.4280 2.1115
H -0.4812 2.0380 -0.6381

Density functional theory data (ωB97M-V/def2-TZVPD) for a 2-piece molecular cluster, C29H34N2O4 overall.

HOMO-LUMO gap	3.88	eV
F_max	2.5	eV/Å
relative energy (zero: lowest compared OMol25 entry of this formula, charge and spin)	1.502	eV

Positions of all 69 atoms, in Å:
C 2.0581 -4.0676 -1.0073
C 1.6033 -3.1989 -2.0958
C 2.3943 -2.0960 -2.5308
O 3.3835 -1.6877 -1.9028
C 1.9450 -1.4105 -3.8329
C 1.1020 -2.3080 -4.6882
O 0.0247 -2.9405 -3.9261
C 0.2973 -3.4780 -2.7019
O -0.5508 -4.1700 -2.1538
H 1.3068 -4.8485 -0.8514
H 3.0180 -4.5456 -1.2599
H 2.1992 -3.4800 -0.0899
H 1.4007 -0.4877 -3.5687
H 2.8403 -1.1301 -4.3942
H 0.5736 -1.7517 -5.4660
H 1.7150 -3.0850 -5.1711
C -3.4485 3.2540 2.5166
N -2.8282 2.3207 1.6037
C -3.4215 1.9627 0.4268
O -4.5303 2.3314 0.0492
C -2.4614 1.0250 -0.2978
C -1.9847 1.5709 -1.6486
C -3.1035 1.7548 -2.6481
C -3.3662 3.0126 -3.2027
C -4.5193 3.2022 -3.9677
C -5.3532 2.1174 -4.2615
C -5.0124 0.8373 -3.8114
C -3.8758 0.6508 -3.0199
N -1.3881 0.8539 0.6819
C -0.3564 0.0396 0.3879
C 0.7223 -0.1645 1.2320
C 1.8613 -0.9035 0.9486
C 2.8990 -1.0619 1.9273
C 4.0223 -1.9014 1.6938
C 4.9925 -2.0759 2.6705
C 4.9300 -1.3624 3.8739
C 6.0013 -1.4831 4.9047
C 3.8507 -0.5122 4.1138
C 2.8483 -0.3737 3.1747
C -1.5507 1.6867 1.8918
C -0.4502 2.7421 2.0523
C -1.6459 0.9054 3.2109
H -4.3864 3.5952 2.0826
H -3.6493 2.7772 3.4829
H -2.7925 4.1162 2.6839
H -2.9682 0.0599 -0.4651
H -1.4689 2.5257 -1.4754
H -1.2410 0.8659 -2.0473
H -2.6871 3.8418 -2.9851
H -4.7741 4.2031 -4.3190
H -6.2532 2.2642 -4.8620
H -5.6387 -0.0213 -4.0564
H -3.5940 -0.3427 -2.6576
H -0.4076 -0.4830 -0.5776
H 0.6738 0.3119 2.2088
H 2.0189 -1.3142 -0.0499
H 4.1073 -2.3892 0.7238
H 5.8270 -2.7571 2.5124
H 5.7823 -0.8068 5.7375
H 6.0702 -2.5068 5.2935
H 6.9808 -1.2210 4.4856
H 3.8104 0.0429 5.0507
H 2.0297 0.3009 3.4274
H -0.4856 3.4607 1.2249
H -0.6142 3.2768 2.9957
H 0.5391 2.2759 2.0833
H -2.5580 0.2974 3.2361
H -0.7805 0.2567 3.3669
H -1.6824 1.6265 4.0375

Density functional theory data (ωB97M-V/def2-TZVPD) for a 12-piece molecular cluster, C20H56O12 overall.

HOMO-LUMO gap	9.66	eV
F_max	2.6	eV/Å
relative energy (zero: lowest compared OMol25 entry of this formula, charge and spin)	1.563	eV
SMILES	CC(C)=O.CC(C)=O.CC(C)=O.CC(C)=O.CO.CO.CO.CO.CO.CO.CO.CO

Positions of all 88 atoms, in Å:
C 1.3886 2.7251 -2.1677
C 1.7673 1.9268 -3.4274
C 3.3101 1.7706 -3.6814
O 0.9025 1.3787 -4.1284
H 1.5028 2.0894 -1.2897
H 0.3317 2.9772 -2.2545
H 1.9578 3.6499 -2.0738
H 3.6046 1.0047 -4.3989
H 3.8634 1.6224 -2.7540
H 3.5836 2.7191 -4.1436
C 0.7633 -1.5488 -3.1645
C 0.8400 -2.2267 -4.5134
C 1.9471 -1.7436 -5.4141
O 0.0527 -3.0802 -4.8877
H 1.4864 -0.7337 -3.1913
H 1.0606 -2.1711 -2.3204
H -0.1681 -1.0504 -2.8959
H 1.6269 -0.9468 -6.0855
H 2.3251 -2.6014 -5.9703
H 2.8109 -1.3784 -4.8587
C -2.3991 2.0235 -1.1054
C -3.4480 0.8551 -1.0560
C -3.7241 0.1664 -2.3771
O -4.0174 0.5720 -0.0088
H -2.3447 2.5007 -2.0839
H -1.3980 1.6276 -0.9349
H -2.6738 2.8774 -0.4860
H -3.8681 0.8797 -3.1886
H -4.5565 -0.5352 -2.3227
H -2.8636 -0.4626 -2.6054
C -2.9578 1.7893 3.1568
C -3.9318 2.8602 2.8139
C -5.3921 2.4412 2.5724
O -3.5783 4.0061 2.7315
H -2.2496 1.6370 2.3423
H -3.5358 0.8873 3.3577
H -2.4743 2.0858 4.0876
H -5.3635 1.4862 2.0479
H -5.9751 3.0903 1.9190
H -5.7864 2.4595 3.5884
C 5.0307 -0.3772 -0.8088
O 3.6687 -0.4029 -1.2620
H 5.2480 -1.0617 0.0111
H 5.7308 -0.6448 -1.6002
H 5.2295 0.6162 -0.4067
H 3.3246 -1.2781 -1.0692
C 3.0412 -3.9672 0.3031
O 2.9543 -3.2640 -0.9161
H 2.4608 -4.8893 0.2721
H 4.0723 -4.1884 0.5785
H 2.6102 -3.3917 1.1223
H 3.1549 -3.8472 -1.6517
C 3.6808 2.6168 1.6336
O 2.8067 3.5311 1.0382
H 3.4311 2.4576 2.6826
H 3.4781 1.7250 1.0406
H 4.7115 2.9702 1.6063
H 1.9237 3.1544 1.0426
C 0.7342 -0.3933 0.6972
O -0.5695 0.0762 0.8950
H 1.4194 0.4308 0.8956
H 1.0451 -1.1417 1.4260
H 0.8584 -0.8149 -0.3003
H -1.1892 -0.6094 0.6352
C -0.0709 -1.7048 4.2660
O -0.6326 -1.9935 5.5476
H -0.6777 -1.0581 3.6322
H 0.8290 -1.1241 4.4683
H 0.2445 -2.6283 3.7804
H -0.0946 -2.6804 5.9480
C -0.5253 3.8174 1.4288
O 0.2123 2.6536 1.2747
H -1.0503 3.7997 2.3838
H 0.0292 4.7539 1.3691
H -1.2559 3.8770 0.6220
H -0.3855 1.9027 1.2943
C -0.6651 -3.6327 -0.1218
O -0.7826 -3.4212 1.2425
H -0.9036 -2.7155 -0.6602
H 0.3544 -3.9070 -0.3930
H -1.3275 -4.4317 -0.4548
H -1.6900 -3.2116 1.4756
C -3.8191 -2.1712 3.0810
O -3.1779 -2.3693 1.8270
H -3.0469 -2.0498 3.8407
H -4.5101 -1.3295 3.0343
H -4.4780 -3.0176 3.2746
H -3.8508 -2.2945 1.1464

Density functional theory data (ωB97M-V/def2-TZVPD) for one molecule with the formula C6H10N2.

HOMO-LUMO gap (spin up / spin down)	7.40 / 7.52	eV
F_max	2.5	eV/Å
relative energy (zero: lowest compared OMol25 entry of this formula, charge and spin)	4.718	eV
SMILES	[H]/N=C(/C)N(C)C=C=C

Positions of all 18 atoms, in Å:
H -1.2827 0.2033 1.6312
N -1.4607 -0.6537 1.0981
C -0.4848 -0.8052 0.2580
C -0.5605 -1.9893 -0.6805
N 0.6928 -0.0236 0.2657
C 1.9929 -0.6872 0.3696
C 0.6150 1.3474 0.1215
C -0.5261 1.8909 -0.2231
C -1.6195 2.5730 -0.3991
H -0.7479 -1.6286 -1.6961
H 0.3609 -2.5745 -0.6847
H -1.3706 -2.6667 -0.3948
H 2.1958 -1.2908 -0.5200
H 2.8120 0.0331 0.4725
H 2.0092 -1.3378 1.2510
H 1.5510 1.8958 0.0952
H -1.5965 3.6451 -0.5556
H -2.5802 2.0687 -0.4089

Density functional theory data (ωB97M-V/def2-TZVPD) for I2NO as an isolated structure.

HOMO-LUMO gap (spin up / spin down)	7.01 / 6.95	eV
F_max	7.3	eV/Å
relative energy (zero: lowest compared OMol25 entry of this formula, charge and spin)	2.305	eV
charge	-1

Positions of all 4 atoms, in Å:
N 0.2722 -0.3181 -0.2558
O -0.3849 1.0203 -0.3000
I 2.3572 -0.2398 -0.0130
I -0.3694 -1.7969 1.5404

Density functional theory data (ωB97M-V/def2-TZVPD) for a 8-piece molecular cluster, C26H70O28P6 overall.

HOMO-LUMO gap (spin up / spin down)	9.36 / 1.92	eV
F_max	3.9	eV/Å
relative energy (zero: lowest compared OMol25 entry of this formula, charge and spin)	0.000	eV
⟨S²⟩	0.7582
multiplicity	2
charge	+1

Positions of all 130 atoms, in Å:
C -0.9448 -4.8293 0.3042
O -1.7237 -5.3097 1.3601
P -3.2414 -4.7731 1.5093
O -3.9858 -4.6861 0.2450
O -3.9043 -5.6364 2.6984
C -5.2378 -5.3538 2.9846
O -2.9112 -3.3934 2.2889
C -2.4386 -3.4060 3.6422
H -1.4859 -4.3004 -0.4803
H -0.4077 -5.6336 -0.1985
H -0.1762 -4.1987 0.7510
H -5.9217 -5.3223 2.1364
H -5.2884 -4.4017 3.5128
H -5.5874 -6.1204 3.6761
H -1.5110 -2.8342 3.6156
H -2.2981 -4.4193 4.0183
H -3.1424 -2.8003 4.2131
C -4.2461 -1.3385 -0.3495
O -3.4756 -0.2381 -0.8089
P -3.0949 0.0391 -2.3228
O -3.4394 -1.0267 -3.3436
O -1.5636 0.4660 -2.3303
C -0.5206 -0.5609 -2.3586
O -3.8677 1.4341 -2.5640
C -3.6519 2.2937 -3.7101
H -3.9231 -1.7855 0.5907
H -4.2503 -2.2227 -0.9870
H -5.2703 -1.0751 -0.0853
H 0.2119 -0.2297 -3.0947
H -0.9800 -1.4981 -2.6727
H -0.0438 -0.6135 -1.3798
H -3.5002 1.7775 -4.6581
H -2.7775 2.8883 -3.4459
H -4.6048 2.8193 -3.7731
C 4.1403 2.3589 1.2368
O 4.5885 2.4420 -0.1117
P 4.5154 3.8080 -0.9300
O 5.7212 4.6385 -0.7136
O 3.0714 4.4370 -0.5502
C 2.9583 5.8372 -0.5171
O 4.3569 3.2968 -2.4203
C 4.2607 4.2793 -3.4778
H 3.0751 2.1309 1.1972
H 4.1981 3.2704 1.8317
H 4.6980 1.5602 1.7259
H 2.3008 6.2198 -1.2977
H 3.8436 6.4656 -0.6147
H 2.4002 6.0838 0.3861
H 3.1939 4.4450 -3.6279
H 4.6600 3.9314 -4.4305
H 4.6621 5.2781 -3.3064
C 3.0603 -0.7906 -1.2429
O 3.2863 -1.7498 -2.2811
P 2.4256 -3.1510 -2.1589
O 1.0904 -3.0175 -1.4656
O 2.3571 -3.6056 -3.7263
C 1.4370 -2.9332 -4.5725
O 3.5315 -4.1676 -1.4392
C 4.8321 -4.3557 -2.0143
H 2.3874 0.0009 -1.5728
H 3.9683 -0.2799 -0.9222
H 2.6176 -1.1748 -0.3240
H 1.9259 -2.0203 -4.9125
H 0.4806 -2.7392 -4.0870
H 1.3246 -3.4932 -5.5009
H 5.0700 -5.4021 -1.8228
H 5.5869 -3.7133 -1.5605
H 4.8167 -4.1565 -3.0858
C 4.6975 0.4825 -4.5744
O 3.3806 1.0791 -4.4678
P 2.4840 1.3080 -5.7827
O 2.9588 2.3932 -6.6418
O 2.3595 -0.1546 -6.4993
C 2.5156 -0.3501 -7.9125
O 0.9853 1.4861 -5.1881
C 0.6463 2.3509 -4.1257
H 5.3974 1.1816 -4.1167
H 4.9784 0.3372 -5.6175
H 4.7648 -0.5005 -4.1083
H 1.7394 0.1841 -8.4604
H 2.4103 -1.4113 -8.1384
H 3.4597 0.0247 -8.3077
H 0.8214 1.9770 -3.1170
H -0.4097 2.5886 -4.2535
H 1.2030 3.2841 -4.2115
C 2.0538 -5.5989 7.6383
O 2.2161 -4.3968 6.9409
P 0.9492 -3.3729 6.6589
O -0.2408 -4.0044 6.0595
O 0.8496 -2.5765 8.0937
C 2.0110 -2.1614 8.7805
O 1.6031 -2.2592 5.6444
C 0.7244 -1.2653 5.0382
H 2.1137 -6.4636 6.9774
H 1.1152 -5.6554 8.1895
H 2.8533 -5.7116 8.3706
H 2.9015 -2.1497 8.1521
H 2.1551 -2.9225 9.5474
H 1.8911 -1.1539 9.1789
H 0.7797 -1.2371 3.9500
H 1.0718 -0.2991 5.4042
H -0.3321 -1.3642 5.2872
O -7.5891 6.2016 2.7067
C -6.4286 5.8527 2.8262
O -5.7366 5.1241 1.9562
C -6.3118 4.6540 0.7285
C -5.2818 3.6274 0.2311
C -5.6685 6.1321 4.1096
H -6.4797 5.3636 -0.0816
H -7.2282 4.1323 1.0045
H -5.2592 3.4421 -0.8427
H -5.4531 2.6354 0.6490
H -4.2943 4.0470 0.4233
H -6.4525 6.4311 4.8053
H -4.9086 6.8849 3.8997
H -5.1715 5.2828 4.5784
O 1.3059 0.1183 1.5543
C 0.1343 0.1679 1.1027
O -0.3716 1.1848 0.3931
C 0.2916 2.4117 0.1878
C -0.7203 3.5248 -0.0568
C -0.8729 -0.9498 1.2494
H 0.9325 2.3126 -0.6883
H 0.9742 2.7510 0.9668
H -1.3922 3.6915 0.7851
H -1.2867 3.2823 -0.9559
H -0.0800 4.3739 -0.2959
H -1.7815 -0.6721 1.7836
H -0.3239 -1.8190 1.6118
H -1.2923 -1.3008 0.3065

Density functional theory data (ωB97M-V/def2-TZVPD) for a 3-piece molecular cluster, C3H11NO4 overall.

HOMO-LUMO gap	10.20	eV
F_max	1.1	eV/Å
relative energy (zero: lowest compared OMol25 entry of this formula, charge and spin)	1.378	eV
SMILES	C[C@@H](N)C(=O)O.O.O

Positions of all 19 atoms, in Å:
C -0.0948 -1.0661 -1.3028
C 0.3658 0.3346 -1.0080
N -0.6812 1.0644 -0.2863
C 1.4430 0.3171 0.0682
O 1.7434 -0.6386 0.7305
O 1.9731 1.5389 0.2271
H -0.5522 -1.0332 -2.2895
H 0.6462 -1.8562 -1.1892
H -0.9145 -1.3235 -0.6298
H 0.6278 0.7811 -1.9700
H -0.6016 2.0592 -0.3943
H -1.6329 0.9116 -0.5887
H 2.7226 1.5231 0.8346
O 1.6591 0.1613 3.7239
H 1.3663 0.0659 2.8079
H 2.6214 0.1509 3.7025
O -3.3371 -0.6845 -0.9501
H -3.6674 -1.4559 -1.4212
H -3.6871 -0.8501 -0.0646

Density functional theory data (ωB97M-V/def2-TZVPD) for C9H19NO2 as an isolated structure.

HOMO-LUMO gap	9.99	eV
F_max	17.8	eV/Å
relative energy (zero: lowest compared OMol25 entry of this formula, charge and spin)	8.193	eV

Positions of all 31 atoms, in Å:
C 3.0797 -2.0680 -0.5347
C 3.6741 -0.6552 -0.3812
C 2.7525 0.2589 0.4986
C 1.2991 0.4483 -0.1449
C 0.4083 1.1822 0.6343
C -0.9529 1.7731 0.1707
H -0.7240 2.3431 -0.5800
H -1.4565 2.5224 0.7007
C -1.9146 0.8043 -0.4785
N -2.8599 1.3801 -1.1646
H -3.6450 0.9495 -1.4544
H -3.4933 2.2045 -0.6870
C -2.3888 -0.2539 0.6875
C -3.2146 -1.1077 0.2870
O -4.3192 -1.0953 -0.4130
O -2.6897 -2.4118 0.4885
H -3.1194 -3.2453 0.0157
H -1.6288 -0.5403 1.4636
H -2.9316 0.6728 1.3639
H -1.3592 0.1573 -0.9514
H 0.0979 0.8084 1.6108
H 0.8474 2.3312 1.2374
H 1.4014 1.1086 -1.0121
H 0.6560 -0.4020 -0.1511
H 3.0866 1.2799 0.5350
H 2.5147 -0.3547 1.4486
H 4.5184 -0.8749 0.0863
H 3.6679 0.0296 -1.3674
H 3.6825 -2.6637 -1.0846
H 2.9068 -2.6214 0.3979
H 2.1037 -1.9598 -1.2218

Density functional theory data (ωB97M-V/def2-TZVPD) for a 2-piece molecular cluster, C2H9N2O overall.

HOMO-LUMO gap	11.66	eV
F_max	2.2	eV/Å
relative energy (zero: lowest compared OMol25 entry of this formula, charge and spin)	1.227	eV
charge	+1

Positions of all 14 atoms, in Å:
N -0.2371 1.4416 2.1935
C -0.0316 0.7547 1.0952
N -0.8911 -0.1058 0.5666
H -1.1484 1.5196 2.6400
H 0.4944 2.0625 2.5378
H 0.9377 0.8177 0.6724
H -0.6327 -0.4603 -0.3873
H -1.7343 -0.2910 1.1076
C 1.2463 -1.0478 -1.6753
O -0.2247 -0.9509 -1.8714
H 1.7098 -1.8170 -2.3497
H 1.6872 -0.0814 -1.8795
H 1.3935 -1.3595 -0.5918
H -0.3002 -0.3760 -2.6184

Density functional theory data (ωB97M-V/def2-TZVPD) for one molecule with the formula C5H8N2.

HOMO-LUMO gap	8.17	eV
F_max	1.0	eV/Å
relative energy (zero: lowest compared OMol25 entry of this formula, charge and spin)	4.898	eV

Positions of all 15 atoms, in Å:
C -1.2088 -0.4471 0.8608
C -0.9721 0.9549 -0.9973
C -0.0232 1.7172 -0.1750
N -0.1216 0.2523 0.1146
C 1.1617 -0.4270 -0.1928
C 1.0782 -1.8840 -0.0699
N 1.0306 -3.0323 0.0411
H -1.8097 0.2871 1.3981
H -0.8002 -1.2008 1.5330
H -1.8738 -0.9202 0.1271
H -0.5187 0.5949 -1.9231
H 0.9768 1.9722 -0.5528
H -0.3375 2.3898 0.6272
H 1.4222 -0.1770 -1.2287
H 1.9962 -0.0798 0.4377

> What is the F_max in the seventh record?

1.1 eV/Å

> Which formula does entry 5 have?

I2NO

> Look up the relative energy (zero: lowest compared OMol25 entry of this formula, charge and spin) of the tenth one.

4.898 eV

> Look up the F_max of the sixth one.

3.9 eV/Å